DFT (the ωB97M-V functional and the def2-TZVPD basis) results for a structure of composition C3H2N2.

```
7
Properties=species:S:1:pos:R:3:forces:R:3:lowdin_charge:R:1
C -0.027 -1.457 0.096 3.573 3.731 0.002 0.086
C 1.258 -0.573 -0.021 -5.250 -5.757 0.557 -0.045
C -0.647 0.003 0.080 0.368 -1.475 -0.915 -0.330
N 1.586 0.627 0.073 0.103 1.958 -0.492 0.026
N 0.340 1.072 0.044 0.389 2.336 1.204 -0.016
H -0.972 0.056 -0.983 -0.268 -0.291 0.121 0.138
H -1.540 0.273 0.710 1.084 -0.502 -0.477 0.141
```
Forces are in eV/Å.

The total charge is 0. For the relative energy (zero: lowest compared OMol25 entry of this formula, charge and spin), the calculation gives 732.5 kJ/mol. As for the total energy: -224.71819 a.u. As for the LUMO energy: -1.46 eV. As for the spin multiplicity: 1.

---

DFT (the ωB97M-V functional and the def2-TZVPD basis) results for a cluster of 2 separate species, C3H2N2 in total.

```
7
Properties=species:S:1:pos:R:3:forces:R:3:lowdin_charge:R:1
C -2.264 -0.055 0.000 2.382 -1.417 0.052 -0.295
C 1.152 0.091 0.694 -1.759 -2.605 -4.011 0.084
C 1.224 -0.244 -0.607 0.369 -0.049 2.879 -0.039
N -3.159 0.653 -0.082 -1.489 1.179 -0.107 -0.128
N 0.434 -1.060 0.105 0.220 1.580 0.896 0.179
H 0.894 0.781 1.413 0.082 1.118 1.809 0.093
H 1.719 -0.166 -1.522 0.194 0.194 -1.518 0.107
```
Forces are in eV/Å.

The total charge is 0. For the relative energy (zero: lowest compared OMol25 entry of this formula, charge and spin), the calculation gives 657.8 kJ/mol. As for the total energy: -224.74666 a.u. As for the LUMO energy (spin up / spin down): -1.73 / -3.17 eV. As for the spin multiplicity: 1.

---

DFT (the ωB97M-V functional and the def2-TZVPD basis) results for the molecule C3H2N2.

```
7
Properties=species:S:1:pos:R:3:forces:R:3:lowdin_charge:R:1
C 1.438 0.154 0.186 0.609 -0.908 -1.802 -0.256
C -1.054 -0.348 -0.431 0.784 1.155 0.070 -0.275
C 0.066 0.326 0.283 -1.538 -0.227 0.462 -0.077
N 2.529 0.044 -0.178 0.170 0.056 0.619 0.163
N -0.969 -1.404 0.182 0.930 0.212 0.994 0.237
H -1.832 0.101 -1.010 -0.374 0.073 -0.765 0.103
H -0.179 1.127 0.968 -0.582 -0.360 0.421 0.105
```
Forces are in eV/Å.

The total charge is 0. For the relative energy (zero: lowest compared OMol25 entry of this formula, charge and spin), the calculation gives 295.7 kJ/mol. As for the total energy: -224.88455 a.u. As for the LUMO energy (spin up / spin down): -1.33 / -0.95 eV. As for the spin multiplicity: 1.